Computed, not measured: a structure of composition C8H22O2Si2 at a distorted geometry, with ωB97M-V/def2-TZVPD.

Each line ends with the natural charge from an NBO analysis.
Geometry (Å):
Si 1.6688 -0.4059 0.3838  1.776
Si -1.9723 -0.0529 -0.3227  1.883
O -0.5180 -0.5844 -0.0380  -1.333
O 0.5620 -2.5610 1.6736  -0.742
C 2.5093 -1.1647 -1.2009  -0.838
C 1.3400 -1.4751 2.0594  -0.456
C -3.0988 0.6613 1.1820  -1.116
C 1.5834 1.3199 1.2543  -0.876
C -2.8426 -1.6756 -0.8128  -1.139
C 2.4579 2.4495 0.7109  -0.613
C -1.9588 1.5312 -1.5434  -1.103
C 2.1626 -2.5908 -1.5558  -0.607
H -3.4577 -0.1512 1.8176  0.219
H -0.9328 1.5505 -1.9627  0.219
H 0.5876 1.6393 1.4059  0.259
H 2.5688 -3.0649 -2.4405  0.222
H 2.3594 -0.5787 -2.0713  0.247
H 1.0433 -2.6822 -1.6415  0.222
H -3.9388 1.3340 0.8828  0.229
H -3.5869 -2.0443 -0.1059  0.234
H -0.2597 -2.2761 1.2256  0.503
H -1.9619 -2.3959 -0.8659  0.233
H -3.3032 -1.6050 -1.8314  0.231
H 2.2935 -1.9571 2.5054  0.195
H -2.5573 1.3304 1.8667  0.216
H 1.0622 -0.8655 2.8959  0.189
H -2.5687 1.3707 -2.4436  0.231
H -2.2326 2.3830 -0.9248  0.230
H 3.5000 -1.1169 -0.9665  0.224
H 1.9611 2.7352 -0.2154  0.205
H 2.4498 3.3672 1.2769  0.216
H 2.3380 -3.1860 -0.7466  0.213
H 1.8230 1.1809 2.3944  0.230
H 3.4277 2.1340 0.4450  0.198

Values from the calculation:
- F_max: 4.99 eV/A
- Energy relative to the best compared isomer or geometry (same formula, charge and spin): 315.3 kJ/mol
- E_LUMO: 0.16 eV

=====

Computed, not measured: a structure of composition C3H6N2O, with ωB97M-V/def2-TZVPD.

Each line ends with the natural charge from an NBO analysis.
Geometry (Å):
O 1.6430 0.3203 1.7162  -0.503
N -0.7825 -0.0034 -2.0395  -0.535
N 0.4451 -0.4113 -0.1339  -0.584
C 1.3278 0.4849 0.5671  0.544
C 0.3326 -0.2907 -1.6298  0.045
C -1.3557 0.0337 0.1816  -0.335
H -2.0813 -0.6989 -0.1780  0.236
H 1.2675 -0.4536 -2.1797  0.161
H 1.5718 1.3768 -0.0340  0.143
H 0.5687 -1.3668 0.2241  0.422
H -1.1717 -0.0366 1.2536  0.171
H -1.6494 1.0345 -0.1383  0.235

Values from the calculation:
- F_max: 0.93 eV/A
- Energy relative to the best compared isomer or geometry (same formula, charge and spin): 522.4 kJ/mol
- E_LUMO (alpha / beta): -0.28 / -0.28 eV

=====

Computed, not measured: a cluster of 4 separate species, C3H7NO in total at a distorted geometry, with ωB97M-V/def2-TZVPD.

Each line ends with the natural charge from an NBO analysis.
Geometry (Å):
O 2.3948 -0.2843 0.0633  -0.610
N 0.0947 -0.1055 -0.3377  -0.513
C 0.2669 1.3141 -0.0292  -0.480
C 1.2499 -0.8247 -0.1215  0.521
C -1.2101 -0.7025 0.0561  -0.443
H 1.1480 -1.8525 -0.1637  0.132
H 1.6439 1.7065 -0.3440  0.318
H -0.7550 1.6931 -0.9835  0.205
H -1.6181 -1.2230 -0.8630  0.219
H -1.1545 -1.4089 0.9796  0.213
H -0.0613 1.6124 1.3611  0.204
H -1.9991 0.0754 0.3826  0.233

Values from the calculation:
- F_max: 5.22 eV/A
- Energy relative to the best compared isomer or geometry (same formula, charge and spin): 524.6 kJ/mol
- E_LUMO: 0.52 eV

=====

Computed, not measured: a structure of composition C39H32Cl2F5N6O2Se2Tc, with ωB97M-V/def2-TZVPD.

Each line ends with the Löwdin spin population.
Geometry (Å):
Tc -2.0524 0.1789 0.5560  1.044
Se -3.8263 1.1415 1.8706  0.008
Se -0.2680 -1.2513 -0.9970  -0.007
Cl -4.5089 -5.8727 2.4953  -0.008
Cl -5.9349 -5.3472 -0.2704  0.001
F -6.4178 1.8526 0.4006  0.000
F -7.0608 4.0020 -1.0707  0.001
F -2.7770 5.7967 -0.3292  0.000
F -5.2436 5.9813 -1.4587  -0.001
F -2.1419 3.6896 1.1870  0.001
O -4.3005 -1.1954 -2.5308  -0.024
O -0.9906 -2.4482 3.4983  0.032
N 2.3996 -2.1849 -0.6870  -0.001
N -3.2069 -0.9720 -0.4989  -0.061
N 2.3647 -0.2379 -1.6826  -0.001
N -2.0715 -1.3889 1.7458  0.017
N -2.2133 1.3742 -1.2720  0.003
N -0.4550 0.7165 1.9792  0.004
C -3.6006 -2.1624 0.1263  -0.010
C 0.3276 1.7948 2.0713  0.006
C -3.5775 -0.5920 -1.7795  -0.008
C 5.9948 -0.8644 -2.1713  0.000
C 3.7032 -1.9217 -1.0924  0.000
C -1.6062 2.5062 -1.6352  0.009
C -2.5546 2.3991 -3.8211  0.011
C 1.5427 0.8574 3.8972  0.004
C 1.8762 1.0116 -2.2554  0.000
C 4.8733 -2.6677 -0.9970  0.000
C -4.7932 -4.2240 0.3570  -0.002
C 4.8313 -0.1290 -2.2790  0.000
C -4.5132 -3.0869 -0.3740  -0.009
C -4.1645 -4.4547 1.5845  -0.021
C 3.8428 3.3751 -1.2957  0.000
C -2.9723 0.7322 -2.1761  0.009
C -0.2574 -0.2944 2.8465  0.003
C -2.9725 -2.3911 1.3720  -0.022
C -4.2612 2.6947 0.8361  0.011
C 1.9599 -3.3793 0.0424  0.000
C 1.6530 2.0737 -1.1895  0.000
C 0.7272 -0.2587 3.8144  -0.002
C -5.8589 3.9183 -0.5145  0.001
C 3.9832 -3.7839 2.5078  0.000
C 1.3344 1.9028 3.0118  -0.002
C -3.6812 4.8363 -0.1330  0.000
C 2.9127 2.5140 -0.4480  0.000
C -5.5138 2.8177 0.2506  0.000
C -3.1732 1.2150 -3.4546  -0.002
C -3.2563 -3.5472 2.0926  0.009
C -3.3703 3.7354 0.6374  0.000
C 1.6061 -1.1606 -1.0552  0.000
C -1.7507 3.0507 -2.8971  -0.002
C 6.0149 -2.1145 -1.5408  0.000
C 1.7315 -3.0940 1.5207  0.000
C 2.9761 -2.6596 2.2900  0.000
C -1.1456 -1.5084 2.7519  0.008
C 3.6831 -0.6820 -1.7222  0.000
C -4.9348 4.9304 -0.7132  -0.002
H 0.9530 -2.3347 1.5913  0.000
H 1.9304 2.8034 3.0539  0.000
H 4.7042 3.7096 -0.7183  0.000
H -3.8005 0.6495 -4.1290  0.000
H 2.6159 3.0852 0.4344  0.000
H 4.8955 -3.6423 -0.5315  0.000
H -2.7792 -3.7350 3.0396  0.001
H -1.2507 3.9779 -3.1410  0.000
H 4.2269 2.8397 -2.1645  0.000
H 1.0441 -3.7279 -0.4304  0.000
H 0.9481 0.7867 -2.7820  0.000
H 0.8184 -1.1028 4.4834  0.000
H 0.1143 2.6043 1.3873  0.000
H 6.9449 -2.6637 -1.4880  0.000
H 2.7236 -4.1403 -0.1089  0.000
H -2.6957 2.8080 -4.8128  0.001
H 4.8207 -3.4494 3.1199  0.000
H 3.4446 1.6354 -0.0680  0.000
H 3.4526 -1.8125 1.7830  0.000
H 4.8225 0.8256 -2.7846  0.000
H 2.6603 -2.2837 3.2658  0.000
H 0.9149 1.6717 -0.4921  0.000
H 2.3194 0.9174 4.6481  0.000
H 4.3995 -4.1577 1.5718  0.000
H -1.0118 2.9951 -0.8756  0.000
H 1.1999 2.9430 -1.6767  0.000
H 1.3184 -3.9994 1.9733  0.000
H 6.9098 -0.4713 -2.5930  0.000
H 3.3228 4.2625 -1.6621  0.000
H 3.5140 -4.6274 3.0175  0.000
H 2.6103 1.3315 -2.9935  0.000
H -5.0023 -2.9221 -1.3186  -0.001

Values from the calculation:
- F_max: 0.56 eV/A
- Energy relative to the best compared isomer or geometry (same formula, charge and spin): 82.8 kJ/mol
- Spin multiplicity: 2
- Charge: +1
- E_LUMO (alpha / beta): -4.97 / -4.18 eV

=====

> The highest F_max belongs to which entry?

C3H7NO

=====

> The lowest energy relative to the best compared isomer or geometry (same formula, charge and spin) belongs to which entry?

C39H32Cl2F5N6O2Se2Tc

=====

Please write out number 3 again, unchanged.
Computed, not measured: a cluster of 4 separate species, C3H7NO in total at a distorted geometry, with ωB97M-V/def2-TZVPD.

Each line ends with the natural charge from an NBO analysis.
Geometry (Å):
O 2.3948 -0.2843 0.0633  -0.610
N 0.0947 -0.1055 -0.3377  -0.513
C 0.2669 1.3141 -0.0292  -0.480
C 1.2499 -0.8247 -0.1215  0.521
C -1.2101 -0.7025 0.0561  -0.443
H 1.1480 -1.8525 -0.1637  0.132
H 1.6439 1.7065 -0.3440  0.318
H -0.7550 1.6931 -0.9835  0.205
H -1.6181 -1.2230 -0.8630  0.219
H -1.1545 -1.4089 0.9796  0.213
H -0.0613 1.6124 1.3611  0.204
H -1.9991 0.0754 0.3826  0.233

Values from the calculation:
- F_max: 5.22 eV/A
- Energy relative to the best compared isomer or geometry (same formula, charge and spin): 524.6 kJ/mol
- E_LUMO: 0.52 eV

=====

> Which value of F_max does entry 2 give?

0.93 eV/A